[1]
111
Properties=species:S:1:pos:R:3 method="wB97M-V/def2-TZVPD" homo_lumo_gap_ha=0.26994 e_above_lowest_kcal_mol=0.0 charge=+1
Ca -0.62991 0.44622 -0.08231
P 2.31715 1.21322 -1.92783
P -4.89883 -1.28666 2.46199
P 1.28561 -1.79177 -2.15780
O -2.74377 4.18861 -0.56930
O 1.50550 1.33442 3.13395
O 1.18617 1.41974 -0.96539
O 0.10486 -1.44935 -1.29582
N -3.74275 0.85662 3.87000
N -2.11871 2.18871 0.45704
N -1.98775 1.05275 -2.04379
N 0.25973 -1.61207 1.63202
N -3.36734 -1.35687 4.80485
N -5.54970 -0.29314 5.00700
N -0.61360 0.84232 2.29667
C 2.27344 4.51189 -5.07773
C 6.21973 0.60592 -0.93932
C 1.12501 3.78554 -4.78498
C -0.54243 -3.15728 -3.68470
C -1.20642 2.06038 2.67950
C -2.00878 0.46644 -3.24496
C -0.97225 -3.87852 -4.79111
C 2.36577 -2.76729 3.02893
C 1.24365 -3.76530 -5.72804
C 4.28793 -2.95682 0.32750
C 2.54245 -2.77184 -1.32289
C -3.64727 -2.10127 3.57261
C -0.08145 -4.17790 -5.81033
C 1.67667 -3.04781 -4.62583
C -2.75589 -0.09366 4.53741
C -2.88882 3.74151 2.24629
C 3.86196 1.43412 0.29710
C -2.07458 2.70480 1.76588
C 3.34506 -2.19390 -0.34056
C -4.11176 0.39252 2.49687
C -4.96425 0.98622 4.74756
C 3.87854 1.13466 -1.06508
C -2.50795 1.08114 -4.37599
C 0.78159 -2.73719 -3.60222
C 5.02938 1.30854 1.03726
C 2.36823 2.49742 -3.17618
C 2.10320 -1.41411 3.14475
C 2.08322 -0.31830 -2.89567
C -2.46152 2.99161 -0.56358
C 5.05866 0.72414 -1.68450
C 2.66395 -4.13570 -1.59604
C -2.47137 2.29573 -1.92474
C -4.55973 -1.17465 5.62619
C 3.60268 -4.89804 -0.91643
C 3.46129 4.24083 -4.41724
C 0.55130 -2.90625 1.49565
C 3.51212 3.23581 -3.46079
C 1.16903 2.77984 -3.83633
C -6.13595 -0.90234 3.80564
C -3.00120 2.37515 -4.25595
C 4.42205 -4.30650 0.03437
C 6.20202 0.89414 0.42106
C -1.92762 3.55910 4.44893
C 0.65276 0.57781 2.66368
C 1.02238 -0.88218 2.45104
C -2.83369 4.14861 3.57119
C -2.97781 2.99025 -3.01873
C 1.56934 -3.53473 2.19025
C -1.11736 2.52946 3.99514
H 3.18071 -3.21935 3.58016
H 3.22568 -1.15506 -0.07090
H -5.66580 1.64953 4.24253
H -2.51007 0.55881 -5.32279
H -4.00697 -3.09874 3.83365
H 5.07504 0.49044 -2.74328
H 1.74122 -4.59460 2.06089
H 3.02395 -0.60798 -3.36975
H 5.16140 -4.90225 0.55402
H -1.90271 -0.17981 3.85943
H 2.69031 -0.75489 3.76857
H -4.63011 1.44771 5.67726
H -3.40114 2.89248 -5.11868
H -3.26578 1.76464 3.78139
H 2.94338 1.73995 0.78408
H -4.80099 1.14023 2.09774
H -0.06336 -3.46053 0.79433
H -6.90199 -0.23549 3.40398
H 3.69732 -5.95333 -1.13557
H -2.45311 0.39321 5.46441
H 5.01226 1.53482 2.09510
H -5.01853 -2.14462 5.81268
H 7.13704 0.28586 -1.41523
H 4.90823 -2.49458 1.08445
H 0.19405 4.01123 -5.28785
H 2.23677 5.30052 -5.81759
H -6.64262 -1.82515 4.09355
H -3.22567 0.43988 1.87128
H 7.11090 0.79687 1.00058
H 1.93749 -4.00699 -6.52191
H 0.26553 2.23090 -3.58991
H -1.84315 3.90580 5.47120
H -0.40221 2.06228 4.65924
H 2.03399 -4.60141 -2.34253
H -3.33641 3.99630 -2.85729
H 4.34904 4.81821 -4.63736
H 4.43592 3.04144 -2.93169
H -3.55398 4.23880 1.55691
H -1.22529 -2.92411 -2.87687
H -3.47079 4.95721 3.90660
H -2.00097 -4.20728 -4.85416
H 1.40467 -0.02867 -3.70540
H 2.71488 -2.74300 -4.55953
H -1.60015 -0.53808 -3.29083
H -2.71431 -2.22620 3.02001
H -0.41694 -4.73863 -6.67273
H -4.25869 -0.74110 6.58165



[2]
21
Properties=species:S:1:pos:R:3 method="wB97M-V/def2-TZVPD" homo_lumo_gap_ha=0.29928 e_above_lowest_kcal_mol=124.6
O -0.66240 2.00574 -0.00953
N 2.05288 0.53348 -1.31742
N 1.66672 0.90140 0.01647
N 2.92883 -0.55753 -1.39969
C -1.44296 -1.83136 0.73572
C -1.51842 1.05413 0.25735
C -0.70158 -0.50197 0.60272
C -2.83999 1.07272 0.14733
H -3.34047 1.99016 -0.12036
H 2.45699 1.21231 0.59409
H 0.51295 1.62638 -0.02014
H -1.40306 -2.39116 -0.19837
H 2.40680 -1.41706 -1.27205
H 1.17415 0.04583 0.48327
H -0.36200 -0.12177 1.56592
H 2.48765 1.34083 -1.75457
H -0.21375 -0.47386 -0.36179
H -2.49648 -1.71135 0.99743
H -3.42954 0.18340 0.27848
H 3.70651 -0.51902 -0.73835
H -0.98282 -2.44130 1.51348



[3]
162
Properties=species:S:1:pos:R:3 method="wB97M-V/def2-TZVPD" homo_lumo_gap_ha=0.24529 smiles="CCOCCOCCOCc1ccc(COCC)c2c1C(=O)C([C@@H](Br)CC)=C(P(O)(O)=S)C2=O.COCCNCCOC.COCCNCCOC.COCCNCCOC.COCCNCCOC"
Br -0.26584 3.97679 -2.11230
S -4.50765 3.29776 -1.59454
P -4.59940 3.09342 -3.56648
O 7.52736 -0.65880 5.94246
O -6.14915 2.27150 -3.84808
O -7.55344 6.03964 -10.95797
O -4.32255 -3.19794 -1.63378
O 4.22779 4.35241 -0.47491
O -4.57639 -0.03054 -5.05804
O -7.28112 -4.19758 2.19463
O -5.63100 4.26054 -7.25439
O 7.88407 1.07955 13.05106
O 0.58680 1.66721 -5.33467
O -4.71031 4.61317 -4.40996
O 9.27045 -2.93882 11.46737
O 5.38560 0.87408 -1.02888
O 2.58068 -0.12300 -2.48522
O 6.04388 -1.10695 1.67914
O -10.58266 -7.24458 1.56773
N -7.70096 -6.95885 0.73672
N -5.02065 4.53257 -10.33332
N 5.57990 -2.44377 4.49410
N 9.76794 0.12089 10.90432
C 4.76704 2.10297 -1.55083
C 6.89817 -2.82777 5.00690
C -5.35809 3.19266 -8.16575
C -2.32883 -0.69279 -3.86659
C 6.53328 0.23530 6.42081
C 2.09015 -0.76550 -3.71741
C -4.46148 3.59338 -9.35187
C -11.10684 -6.74235 0.34731
C 7.26022 -2.02925 6.26889
C -4.24932 -2.70050 -3.02756
C -0.33217 4.73276 -4.97345
C 5.29043 -2.97001 3.15347
C 4.39358 -0.17460 -0.74382
C 8.90414 1.29145 14.01594
C 3.10570 5.41930 -2.53305
C 10.01984 -1.03894 10.03867
C -1.30000 4.00715 -3.86695
C 8.45372 0.73639 10.69875
C -6.93987 7.31975 -10.92218
C -6.71599 5.09515 -7.63143
C 3.80481 -0.89536 -2.10602
C -6.18997 4.01271 -11.04796
C -8.67540 -4.36076 2.40743
C -3.13216 1.98508 -4.08463
C -1.69129 2.44985 -4.19825
C -6.89680 5.12188 -11.84261
C 8.52295 -2.38293 12.53889
C 0.50412 -1.15808 -3.57033
C 3.08149 5.19390 -0.88144
C -3.85877 -1.35589 0.18125
C -0.73305 4.45475 -6.53879
C -0.49612 1.35734 -4.61767
C 3.86468 2.92544 -0.41683
C -3.49092 0.38473 -4.40109
C -4.94104 -2.21278 -0.73285
C 6.82437 -0.23276 2.48074
C 6.18924 -2.49369 1.99734
C -9.66256 -8.32901 1.38474
C -1.43951 -3.12122 -2.77615
C -0.74273 -0.18153 -4.01029
C 0.15600 -2.65225 -2.95280
C -8.23142 -7.89221 1.73457
C 9.10621 -2.26579 10.21619
C -6.45264 -6.30160 1.14627
C -6.50810 -5.38599 2.38319
C 8.13264 1.75001 11.80818
C -2.69525 -2.16515 -3.23686
H 2.35869 -0.15487 -4.68869
H 11.05043 -1.35571 10.23875
H 6.90060 1.25667 6.28684
H 7.20299 2.26660 11.54380
H -6.28671 2.69996 -8.47898
H 1.02300 -3.37546 -2.62377
H 4.23405 5.57311 -2.83703
H -0.72934 3.32708 -6.86095
H 2.06716 4.75727 -0.49171
H -8.25860 -7.43509 2.72799
H 5.66244 2.84186 -1.81700
H -5.58716 -2.84196 0.04851
H -2.20753 4.72095 -3.67640
H -1.73293 -4.17593 -2.30272
H 7.76916 -0.68421 2.79800
H -4.80767 2.44399 -7.58399
H 4.18104 1.93991 -2.56195
H -3.01119 -2.05442 0.64058
H -5.68255 -7.06645 1.29641
H 8.30085 -3.18219 13.25053
H 3.46526 0.17751 -0.12293
H -5.86871 3.22414 -11.73686
H -11.50737 -7.54778 -0.27512
H 9.84515 -0.18567 11.87250
H -3.38233 -0.44525 -0.38201
H -6.92003 3.58660 -10.35368
H 4.91741 -1.04384 -0.11816
H 5.87267 -3.03565 1.09846
H 2.66778 4.50175 -3.12181
H 9.39407 -2.99568 9.45048
H 4.26008 -2.67490 2.92160
H 0.10936 4.98684 -7.19558
H -9.16871 -4.61111 1.46614
H -7.59787 7.99781 -10.37141
H 9.98951 -0.71341 8.99288
H -4.68016 4.49015 -5.40582
H 7.66036 -0.01672 10.69906
H -5.05223 -1.88681 -3.28660
H -5.68927 -1.47149 -1.24384
H -6.81990 -5.91419 3.29259
H 6.49010 -2.12796 7.04506
H -6.34989 5.93737 -8.22195
H -9.96462 -9.11328 2.08808
H -9.08421 -3.40288 2.73899
H -7.58545 -8.77558 1.77942
H -4.42101 -3.59875 -3.79082
H 9.81596 0.75084 13.74339
H -5.48498 -5.04283 2.57648
H -10.34230 -6.18752 -0.20552
H -5.28224 5.38473 -9.84067
H -5.98117 7.27719 -10.39583
H -6.24845 2.08750 -4.84718
H 2.52869 6.40363 -2.83148
H -8.89923 -5.11264 3.17011
H -8.39379 -6.23465 0.55556
H 7.05079 0.65943 1.89140
H 6.24574 0.09381 3.34712
H -4.47563 -0.96581 1.12593
H 2.69170 -1.79203 -3.81501
H 8.44369 1.24691 9.72978
H 8.19121 -2.43697 6.67881
H -7.49382 4.55278 -8.17724
H 8.91672 2.51313 11.89842
H 8.55299 0.89978 14.97478
H 4.12013 2.42769 0.62724
H 6.89346 -3.89676 5.24542
H 9.12531 -1.64145 13.06752
H -3.56099 4.07004 -8.94640
H -6.20733 5.62975 -12.52960
H -4.12912 2.69017 -9.87563
H -1.76178 4.91395 -6.85613
H -7.15951 5.50942 -6.72245
H 7.67981 -2.64450 4.26391
H -11.92048 -6.05117 0.58464
H 8.04875 -2.04211 10.02921
H -6.79548 7.72012 -11.92986
H 9.12298 2.35643 14.13632
H -0.43952 5.90465 -4.79516
H 7.57678 -1.94406 12.20837
H 5.30143 -4.06495 3.19296
H 0.77592 4.46395 -4.69251
H 3.20460 6.26553 -0.41447
H -9.72005 -8.75546 0.37474
H -6.12897 -5.69401 0.29270
H 3.51549 -2.00283 -1.80310
H 5.52052 -1.42782 4.45356
H -7.68368 4.66148 -12.45078
H 7.24535 -2.75224 2.14227
H 2.74678 2.68980 -0.67122
H 5.60729 0.13096 5.84668
H 4.60037 -0.84422 -2.97759
H 6.33345 0.07606 7.48443



[4]
7
Properties=species:S:1:pos:R:3 method="wB97M-V/def2-TZVPD" homo_lumo_gap_ha="0.23016 / 0.23250" multiplicity=5 e_above_lowest_kcal_mol=40.2 charge=+1
Co 0.37305 -3.41870 1.31721
F -0.74819 1.44369 -0.06723
O -2.21154 -0.82059 1.65555
O 0.81998 -0.97260 -0.09513
C -1.19801 -0.96252 1.10764
C -0.07007 -1.58355 0.59960
H 0.14605 1.03457 -0.38294



[5]
73
Properties=species:S:1:pos:R:3 method="wB97M-V/def2-TZVPD" homo_lumo_gap_ha=0.20400 charge=+1
P -0.90531 -0.31445 1.24915
O -0.64615 1.23287 1.83319
O 2.88679 -1.12642 -4.23950
O 3.11613 1.08981 -4.02335
N 0.12891 -0.26747 -0.23611
N 2.20337 4.69197 0.35981
N -2.52355 -0.33176 0.68754
N -3.50913 -5.95455 0.68066
C 4.08025 6.00306 1.32711
C -0.45393 -0.03424 -1.43845
C 2.26017 -0.40604 -1.23891
C 3.37209 0.24316 1.35247
C 3.51110 5.27998 0.11628
C 0.83517 6.82849 -0.00260
C 0.29326 0.03203 -2.58873
C -3.99451 -6.69043 -0.47589
C 1.69137 -0.14875 -2.47773
C 1.54322 4.34028 -2.08524
C 1.44175 -0.46584 -0.08130
C 1.78613 3.77665 -0.67971
C -4.52398 -5.29745 1.48307
C 2.62613 -0.11374 -3.68369
C -5.61784 -6.23988 1.96227
C -2.49490 -3.84455 -0.35117
C 1.17817 5.60259 0.85168
C 2.13960 -0.71612 1.23956
C 3.71178 0.57715 2.83042
C -2.33265 -5.13664 0.45983
C -4.80387 -5.92278 -1.52912
H -4.61028 -7.51706 -0.11399
H -2.60764 -4.04500 -1.41594
H -3.07913 -0.36092 1.54214
H -6.29049 -5.70994 2.63762
H 4.79237 0.66515 2.91676
H 3.08883 1.16272 0.83346
H 3.32532 -0.54389 -1.13697
H -0.15808 0.22286 -3.55118
H -4.03603 -4.87909 2.36855
H 0.29009 7.55366 0.60328
H -3.34409 -3.24826 -0.01738
H -4.99209 -4.45077 0.95573
H 0.19369 6.57430 -0.84524
H -1.52258 0.09489 -1.53379
H 1.72534 7.32828 -0.38528
H 3.22908 1.51518 3.09672
H 1.48834 5.95385 1.83802
H -0.07989 1.72214 1.21942
H -6.22116 -6.62091 1.13760
H -4.16522 -5.32963 -2.18274
H -1.92817 -4.87080 1.44286
H 4.20293 4.47253 -0.14302
H 2.93723 1.70556 -3.30161
H 3.35496 -0.23475 3.46436
H 3.49972 6.88882 1.58619
H 0.26421 5.03177 1.04072
H 4.11555 5.34478 2.19619
H 2.55248 2.99162 -0.75291
H 2.44759 -1.76428 1.24074
H -5.19452 -7.08681 2.50296
H 1.49806 -0.54944 2.10266
H 1.46672 3.51928 -2.80738
H -2.73605 0.58725 0.28648
H 2.35492 4.98710 -2.41520
H 3.50514 5.97055 -0.73913
H 0.60991 4.89572 -2.14475
H -5.33913 -6.63002 -2.16505
H 5.09642 6.33364 1.11254
H -5.54691 -5.26233 -1.08002
H -3.14514 -7.17606 -0.96205
H -1.55887 -5.75261 -0.00656
H 4.23900 -0.20176 0.86582
H 0.87592 3.25188 -0.35543
H -1.59790 -3.22614 -0.23677



[6]
17
Properties=species:S:1:pos:R:3 method="wB97M-V/def2-TZVPD" homo_lumo_gap_ha=0.36682 e_above_lowest_kcal_mol=152.3 charge=+1
O -2.74398 1.41693 -0.47447
O -4.09505 -0.07004 0.16800
N -2.99304 0.30420 0.02891
N -0.26988 1.99672 -0.29547
C 0.79508 1.01817 0.09997
C -0.68767 -2.88124 0.14430
C -1.96970 -0.61128 0.15279
C -1.30280 -1.58345 0.21237
H -1.40388 1.69950 -0.52435
H -1.32033 -3.36546 -0.58424
H -0.77594 -3.49084 1.12030
H 1.77750 1.49901 0.30281
H 0.35073 -2.65962 -0.14226
H -0.04857 2.48127 -1.23651
H 0.50683 0.61728 1.06914
H -0.25355 2.66254 0.49589
H 0.99668 0.30944 -0.62845